101
Properties=species:S:1:pos:R:3:forces:R:3:lowdin_charge:R:1 method="wB97M-V/def2-TZVPD" lumo_energy_ev=-7.2 orbital_gap_ev=6.61 e_above_lowest_kcal_mol=16.0 total_charge=+2
Ta -0.5608 0.0089 -0.4452 -1.3 -0.3 -0.5 1.92
O 0.1258 -2.1175 -3.9676 0.0 0.0 0.0 0.15
C -0.1312 -1.2290 -3.2014 0.1 0.0 0.0 -0.42
N -0.4907 -1.4220 -1.8604 0.2 0.1 -0.1 -0.14
C -0.6971 -2.8212 -1.4971 0.0 -0.1 0.0 -0.13
C -1.8326 -2.8778 -0.5278 0.0 0.1 0.0 -0.24
C -2.5341 -4.0393 -0.2555 0.0 0.0 0.0 0.02
C -3.5751 -3.9941 0.6535 0.0 0.0 0.0 0.00
C -3.8874 -2.7822 1.2563 0.0 0.0 0.0 -0.01
C -3.1409 -1.6687 0.9412 0.0 0.0 0.0 -0.09
N -2.1227 -1.7105 0.0655 0.2 0.1 -0.1 -0.02
C -0.1758 0.2055 -3.5984 0.0 0.0 0.0 -0.19
C 0.1246 0.6134 -4.8801 0.0 0.0 0.0 0.05
C -0.0087 1.9599 -5.1845 0.0 0.0 0.0 0.01
C -0.4518 2.8275 -4.1980 0.0 0.0 0.0 0.00
C -0.7239 2.3308 -2.9357 0.0 0.0 0.1 -0.11
N -0.5813 1.0388 -2.6346 0.1 -0.1 0.1 -0.01
H -0.8818 -3.4106 -2.3949 -0.1 0.0 0.0 0.14
H 0.2037 -3.2209 -1.0281 0.0 0.0 0.0 0.12
H -2.2660 -4.9572 -0.7609 0.0 0.0 0.0 0.14
H -4.1424 -4.8863 0.8819 0.0 0.0 0.0 0.13
H -4.6994 -2.6946 1.9635 0.0 0.0 0.0 0.12
H -3.3591 -0.7139 1.3930 0.0 0.0 0.0 0.08
H 0.4482 -0.1234 -5.6018 0.0 0.0 0.0 0.14
H 0.2233 2.3260 -6.1753 0.0 0.0 0.0 0.13
H -0.5786 3.8828 -4.3939 0.0 0.0 0.0 0.13
H -1.0506 2.9885 -2.1401 0.0 0.0 0.0 0.11
O 2.5593 -2.9585 4.2735 0.0 0.0 0.0 0.15
C 3.1397 -3.5652 3.2386 0.0 0.0 0.0 -0.48
O 3.9267 -4.4530 3.3880 0.0 0.0 0.0 0.12
C 2.7828 -3.0919 1.8631 0.0 0.0 0.0 -0.04
C 3.4024 -3.5471 0.7092 -0.1 -0.1 0.0 -0.59
Cl 4.6455 -4.6590 0.4822 0.0 0.0 0.0 0.89
N 2.8478 -2.9011 -0.3444 0.0 0.1 0.0 -0.06
N 1.9101 -2.0358 0.0492 -0.1 -0.1 -0.1 0.15
C 1.8525 -2.1511 1.3686 -0.1 -0.1 0.0 -0.16
C 0.8490 -1.3354 2.0649 0.3 0.4 0.0 -0.44
O 0.7547 -1.1605 3.2441 -0.2 -0.2 0.1 0.14
O -0.0242 -0.7027 1.2198 0.5 0.0 -0.3 -0.26
C 3.1388 -3.0634 -1.7431 0.0 0.0 0.0 -0.23
C 2.8011 -4.2511 -2.3708 0.0 0.0 0.0 -0.03
C 3.0635 -4.3872 -3.7246 0.0 0.0 0.0 -0.05
C 3.6496 -3.3434 -4.4279 0.0 0.0 0.0 -0.06
C 3.9892 -2.1634 -3.7806 0.0 0.0 0.0 -0.05
C 3.7416 -2.0204 -2.4235 0.0 0.0 0.0 -0.01
H 1.9625 -2.2361 4.0106 0.0 0.0 0.0 0.07
H 2.3556 -5.0601 -1.8050 0.0 0.0 0.0 0.12
H 2.8122 -5.3095 -4.2301 0.0 0.0 0.0 0.12
H 3.8563 -3.4576 -5.4835 0.0 0.0 0.0 0.12
H 4.4653 -1.3584 -4.3241 0.0 0.0 0.0 0.12
H 4.0354 -1.1273 -1.8917 0.0 0.1 0.0 0.10
N -2.4613 2.7939 0.2061 0.1 0.0 0.0 -0.11
P -1.4991 1.9314 1.3097 0.0 0.2 -0.1 1.02
C -0.5011 3.1313 2.1831 0.0 0.1 0.0 -0.36
C -0.7990 4.4934 2.1978 0.0 0.0 0.0 -0.08
C -0.0100 5.3539 2.9428 0.0 0.0 0.0 -0.05
C 1.0619 4.8589 3.6756 0.0 0.0 0.0 -0.03
C 1.3481 3.5019 3.6710 0.0 0.0 0.0 -0.04
C 0.5680 2.6337 2.9241 -0.1 0.0 0.1 -0.11
C -2.6547 1.2578 2.5275 0.0 0.0 0.0 -0.36
C -2.1427 0.4561 3.5481 0.0 0.0 0.0 -0.08
C -3.0033 -0.0968 4.4826 0.0 0.0 0.0 -0.04
C -4.3694 0.1453 4.4021 0.0 0.0 0.0 -0.05
C -4.8782 0.9493 3.3913 0.0 0.0 0.0 -0.05
C -4.0235 1.5069 2.4506 0.0 0.0 0.0 -0.09
C -3.1395 2.0651 -0.7471 -0.1 0.0 0.0 -0.40
C -4.2337 2.6260 -1.4159 0.0 0.0 0.0 0.01
C -4.8954 1.8837 -2.3598 0.0 0.0 0.0 0.00
C -4.4710 0.5770 -2.6218 0.0 0.0 0.0 -0.02
C -3.3964 0.0938 -1.9340 0.0 0.0 0.0 -0.11
N -2.7129 0.8151 -1.0033 0.3 -0.1 0.0 -0.04
H -2.8339 3.7082 0.4149 -0.1 0.0 0.1 0.11
H -1.6331 4.9040 1.6425 0.0 0.0 0.0 0.10
H -0.2324 6.4122 2.9530 0.0 0.0 0.0 0.12
H 1.6765 5.5375 4.2515 0.0 0.0 0.0 0.12
H 2.1873 3.1169 4.2340 0.0 0.0 0.0 0.13
H 0.8141 1.5798 2.9106 0.0 0.0 0.0 0.08
H -1.0818 0.2517 3.6177 0.0 0.0 0.0 0.09
H -2.6057 -0.7143 5.2769 0.0 0.0 0.0 0.12
H -5.0378 -0.2848 5.1360 0.0 0.0 0.0 0.12
H -5.9398 1.1509 3.3392 0.0 0.0 0.0 0.12
H -4.4346 2.1325 1.6684 0.0 0.0 0.0 0.10
H -4.5429 3.6332 -1.1699 0.0 0.0 0.0 0.13
H -5.7423 2.3035 -2.8861 0.0 0.0 0.0 0.13
H -4.9723 -0.0479 -3.3458 0.0 0.0 0.0 0.13
H -3.0337 -0.9069 -2.1107 0.0 0.0 0.0 0.11
F 1.8278 3.4871 0.5604 0.1 0.0 -0.1 0.16
C 2.2418 3.3209 -0.6847 0.0 0.0 0.0 -0.67
F 3.3620 3.9659 -0.8982 0.0 0.0 0.0 0.21
F 1.2988 3.7569 -1.5176 0.0 0.0 0.0 0.15
S 2.5540 1.5203 -1.0212 0.2 -0.1 -0.6 0.69
O 1.1411 0.9384 -0.7735 0.1 0.2 1.2 -0.49
O 2.8343 1.4035 -2.4097 0.0 0.0 0.0 -0.22
N 3.6261 1.0080 -0.1050 -0.1 0.0 0.0 -0.25
S 3.8303 1.1803 1.4980 0.0 0.0 0.0 0.66
O 2.7415 0.5721 2.2049 0.0 -0.1 0.0 -0.26
O 4.2585 2.4918 1.8401 0.0 0.0 0.0 -0.22
C 5.2903 0.0564 1.6461 0.0 0.0 0.0 -0.68
F 4.9591 -1.1571 1.2112 0.0 0.0 0.0 0.15
F 6.2892 0.5285 0.9289 0.0 0.0 0.0 0.19
F 5.6197 -0.0008 2.9218 0.0 0.0 0.0 0.19

***

83
Properties=species:S:1:pos:R:3:forces:R:3:lowdin_spin:R:1 method="wB97M-V/def2-TZVPD" lumo_energy_ev="-8.7 / -7.9" spin_multiplicity=3 orbital_gap_ev="5.21 / 6.06" total_charge=+2
C 0.7351 -0.9644 -2.7123 0.0 0.1 0.0 0.00
C -0.2970 -1.3805 -1.8584 -0.2 0.6 -0.4 0.00
C -1.5887 -1.5331 -2.3812 0.1 0.0 0.1 0.00
C -1.8368 -1.2919 -3.7306 0.2 0.0 0.1 0.00
C -0.8001 -0.8965 -4.5762 0.0 0.0 0.3 0.00
C 0.4861 -0.7294 -4.0626 -0.1 -0.1 0.1 0.00
P 0.0107 -1.6420 -0.0715 0.3 -5.7 -4.3 0.01
C -1.2686 -2.8894 0.3497 -0.2 0.2 0.5 0.01
C -2.3580 -2.5022 1.1378 0.3 -0.5 -0.2 0.00
C -3.3728 -3.4135 1.4292 0.0 0.1 0.1 0.00
C -3.3006 -4.7187 0.9428 0.2 0.3 0.0 0.00
C -2.2095 -5.1131 0.1651 0.1 0.3 0.0 0.00
C -1.1976 -4.2030 -0.1325 0.0 0.0 0.0 0.00
V -0.0058 -0.0162 1.3298 0.8 0.5 8.1 1.98
P 0.0067 1.5533 -0.1726 0.5 5.2 -4.1 0.02
C -1.3314 1.6900 -1.4113 -0.6 -0.5 0.2 0.00
C -1.1612 2.0710 -2.7449 0.2 -0.1 0.1 0.00
C -2.2645 2.1595 -3.5952 -0.1 0.0 0.3 0.00
C -3.5433 1.8724 -3.1216 0.2 0.0 0.2 0.00
C -3.7193 1.4743 -1.7939 0.1 0.0 0.1 0.00
C -2.6196 1.3746 -0.9475 0.2 0.0 -0.4 0.00
C -0.2484 3.0298 0.8839 0.0 -0.2 0.7 0.01
C 0.6014 3.1484 1.9982 -0.1 0.2 -0.2 0.00
C 0.4376 4.1960 2.9009 0.0 0.1 -0.2 0.00
C -0.5711 5.1397 2.6984 0.1 -0.3 -0.1 0.00
C -1.4142 5.0314 1.5912 0.2 -0.2 -0.1 0.00
C -1.2588 3.9801 0.6879 -0.2 -0.1 0.1 0.00
C 1.5720 1.9716 -1.0277 0.5 -0.5 0.3 0.01
C 2.6536 1.0933 -0.8875 -0.1 0.4 -0.1 0.00
C 3.8868 1.3929 -1.4655 -0.1 0.0 0.0 0.00
C 4.0511 2.5806 -2.1787 -0.2 -0.1 0.1 0.00
C 2.9860 3.4772 -2.2968 -0.1 -0.2 0.1 0.00
C 1.7539 3.1791 -1.7178 -0.1 0.0 0.1 0.00
C 1.5834 -2.5911 -0.0606 0.5 0.3 0.4 0.01
C 2.0030 -3.3776 -1.1447 0.0 0.1 -0.1 0.00
C 3.1929 -4.1011 -1.0706 -0.2 0.2 0.2 0.00
C 3.9726 -4.0512 0.0856 -0.2 0.2 0.1 0.00
C 3.5565 -3.2776 1.1702 0.0 0.0 -0.1 0.00
C 2.3707 -2.5484 1.0992 -0.1 0.0 -0.2 0.00
H 1.3915 2.4144 2.1495 0.1 0.1 0.1 0.00
H 1.0948 4.2740 3.7623 -0.1 0.0 -0.1 0.00
H -0.6999 5.9573 3.4018 0.0 -0.1 -0.1 0.00
H -2.1981 5.7666 1.4308 0.1 -0.1 0.0 0.00
H -1.9225 3.8956 -0.1669 0.0 0.1 0.1 0.00
H -0.1684 2.2806 -3.1275 -0.1 0.0 0.0 0.00
H -2.1201 2.4470 -4.6330 0.0 0.0 0.2 0.00
H -4.3995 1.9449 -3.7864 0.1 0.0 0.1 0.00
H -4.7114 1.2330 -1.4228 0.1 0.0 -0.1 0.00
H -2.7380 1.0406 0.0813 -0.2 0.1 0.0 0.00
H 2.5151 0.1858 -0.3036 0.2 -0.1 -0.1 0.00
H 4.7189 0.7037 -1.3509 -0.1 0.1 0.0 0.00
H 5.0116 2.8175 -2.6278 -0.2 -0.1 0.1 0.00
H 3.1205 4.4135 -2.8314 -0.1 -0.2 0.1 0.00
H 0.9382 3.8938 -1.7848 0.1 0.0 0.0 0.00
H 1.4065 -3.4183 -2.0508 0.1 0.0 0.1 0.00
H 3.5100 -4.7029 -1.9180 -0.1 0.1 0.1 0.00
H 4.9010 -4.6133 0.1399 -0.2 0.1 0.0 0.00
H 4.1564 -3.2384 2.0750 -0.1 0.0 -0.1 0.00
H 2.0378 -1.9452 1.9408 0.2 -0.2 0.1 0.00
H -2.3829 -1.4896 1.5323 -0.3 0.1 0.1 0.00
H -4.2115 -3.1061 2.0474 0.1 -0.1 -0.1 0.00
H -4.0861 -5.4319 1.1772 0.1 0.1 0.0 0.00
H -2.1433 -6.1328 -0.2044 0.0 0.2 0.0 0.00
H -0.3485 -4.5182 -0.7311 -0.1 0.0 0.1 0.00
H -2.3978 -1.8480 -1.7301 0.0 0.0 -0.1 0.00
H -2.8436 -1.4101 -4.1205 0.1 0.0 0.1 0.00
H -0.9955 -0.7127 -5.6289 0.0 0.0 0.2 0.00
H 1.2990 -0.4153 -4.7114 -0.1 -0.1 0.1 0.00
H 1.7396 -0.8381 -2.3250 -0.1 0.0 -0.1 0.00
H -0.0600 0.1149 -7.7052 0.1 0.0 0.0 0.00
H 0.6818 0.1131 -7.6552 -0.1 0.0 0.0 0.00
F -0.7387 0.5323 8.2587 0.4 -0.3 -1.5 0.00
C -0.3656 0.3086 6.9750 -0.2 0.2 0.6 0.00
C -0.8289 1.1478 5.9551 -0.4 0.5 0.1 0.00
F -1.6466 2.1887 6.2625 0.8 -1.1 -0.4 0.00
C -0.4475 0.9286 4.6246 0.2 -0.4 1.4 0.00
F -0.9336 1.7384 3.6659 -0.1 -0.5 -0.1 0.00
C 0.4509 -0.1024 4.3085 0.3 0.0 -0.2 0.00
O 0.9409 -0.2743 3.0432 -1.9 0.4 -2.1 -0.04
C 0.8919 -0.9602 5.3302 0.1 -0.4 0.5 0.00
F 1.7153 -2.0027 5.0459 -0.7 1.1 0.1 0.00
C 0.4771 -0.7608 6.6564 0.3 -0.5 0.5 0.00
F 0.8937 -1.5974 7.6419 -0.4 1.0 -1.3 0.00